A structure of composition C4H10N3. Source: the OMol25 dataset; level of theory: ωB97M-V with the def2-TZVPD basis set.

```
! wB97M-V def2-TZVPD RIJCOSX def2/J DEFGRID3
* xyz 1 1
N -0.3427 1.8121 -0.5000
N 2.4965 0.9079 1.4834
N 0.1901 -1.6414 0.7939
C 1.6449 0.3098 0.9498
C -0.5119 0.5415 -0.1049
C 0.4350 -0.2585 0.5655
C -1.8751 -0.0497 -0.2200
H 0.1939 -0.9580 -2.1815
H 0.4957 2.3545 -0.2274
H 0.6473 -1.6238 -2.1648
H 1.0884 -2.0219 1.2740
H 3.3582 1.1051 1.9596
H 0.1701 -2.2605 -0.1445
H -2.4337 0.0620 0.6694
H -2.4291 0.4705 -0.8893
H -1.8635 -1.1139 -0.5189
H -1.2641 2.3642 -0.7442
*
```

Values from the calculation:
Energy above the lowest of the compared OMol25 structures with the same formula, charge and spin in kcal/mol: 83.1
Calculated total energy in eV: -8770.996



The ion C4H10N3 with charge +1. Source: the OMol25 dataset; level of theory: ωB97M-V with the def2-TZVPD basis set.

```
! wB97M-V def2-TZVPD RIJCOSX def2/J DEFGRID3
* xyz 1 1
N -2.2776 -0.5590 0.9629
N -2.0504 0.2410 1.8433
N 0.1069 0.3574 -2.3280
C 0.1747 0.2963 0.3097
C -0.2906 -0.3549 -1.0224
C -0.9600 -0.6154 1.4748
C -0.3983 -1.6719 2.2853
H 0.8071 1.0791 -2.0808
H 0.1006 -1.3917 -1.1394
H -1.3482 -0.4720 -0.9421
H 0.7476 -1.5654 2.4920
H -0.5859 0.8612 -2.9809
H 0.7276 -0.1618 -2.9944
H -0.0121 1.2997 0.5269
H -0.9396 -1.8869 3.2241
H -0.4510 -2.6605 1.7780
H 1.2477 0.0833 0.5476
*
```

Values from the calculation:
Energy above the lowest of the compared OMol25 structures with the same formula, charge and spin in kcal/mol: 105.6
Calculated total energy in eV: -8770.019
SMILES: CC1(CC[NH3+])N=N1



A cluster of 2 separate species, C4H10N3 in total. Source: the OMol25 dataset; level of theory: ωB97M-V with the def2-TZVPD basis set.

```
! wB97M-V def2-TZVPD RIJCOSX def2/J DEFGRID3
* xyz 1 3
N 2.8513 0.3550 0.0549
N -3.1691 0.5901 -0.1935
N -1.0103 -1.1312 0.3333
C 1.8211 1.0914 0.1858
C 0.1767 -0.6895 0.3422
C 2.9215 -0.7859 -0.4415
C 0.5166 0.6315 0.2464
H 2.1725 2.1825 0.1759
H 3.7278 -1.4483 -0.0531
H -2.7812 1.2983 0.3435
H -3.1325 1.0531 -1.0987
H 1.0520 -1.3659 0.3905
H 2.3830 -1.1608 -1.3675
H -1.1398 -2.1293 0.5744
H -1.8011 -0.4369 0.2238
H -4.1674 0.6668 -0.1802
H -0.4212 1.2792 0.4639
*
```

Values from the calculation:
Energy above the lowest of the compared OMol25 structures with the same formula, charge and spin in kcal/mol: 27.9
Calculated total energy in eV: -8769.224



The ion C4H10N3O with charge +1. Source: the OMol25 dataset; level of theory: ωB97M-V with the def2-TZVPD basis set.

```
! wB97M-V def2-TZVPD RIJCOSX def2/J DEFGRID3
* xyz 1 1
O -1.5504 0.6977 1.5689
N 1.4427 -0.9150 -0.3935
N -0.0699 0.8495 -0.2573
N 0.8352 1.0145 0.8067
C 0.6834 0.0138 -1.2182
C 1.9699 -0.2023 0.6916
C -2.4023 -0.5088 -0.4454
C -1.5019 0.3368 0.4283
H 0.0212 -0.3423 -1.8839
H 0.1725 0.9282 1.6158
H 0.9262 -1.7249 -0.0733
H -3.4226 -0.2815 -0.3597
H 2.9086 0.3147 0.3867
H 1.2082 1.9666 0.7876
H -2.2443 -0.5795 -1.4764
H -2.3159 -1.5035 -0.0599
H 1.3717 0.5924 -1.8135
H 1.9675 -0.6566 1.6956
*
```

Values from the calculation:
Energy above the lowest of the compared OMol25 structures with the same formula, charge and spin in kcal/mol: 45.1
Calculated total energy in eV: -10819.448
SMILES: CC(=O)N1CNC[NH2+]1



The ion C4H10N3O with charge +1. Source: the OMol25 dataset; level of theory: ωB97M-V with the def2-TZVPD basis set.

```
! wB97M-V def2-TZVPD RIJCOSX def2/J DEFGRID3
* xyz 1 1
O 0.8986 1.8888 -0.5164
N -1.5260 1.2638 0.3128
N 2.2277 0.0564 0.3911
N 1.4669 -1.1294 0.5402
C 0.1852 -0.4309 0.0003
C -0.1907 -1.1339 -1.3076
C 1.2006 0.7514 -0.1766
C -0.9428 0.0483 0.8935
H 0.6292 -1.1402 -2.0072
H 1.3345 -1.4781 1.4864
H -0.3042 -2.2685 -1.2370
H -0.3923 0.1170 1.8921
H -1.0866 -0.6300 -1.8194
H 3.1711 0.0689 0.0357
H -1.6319 -0.6982 0.9520
H -2.3566 1.1734 -0.2286
H -1.8982 1.8821 1.0216
H -0.7845 1.6591 -0.2328
*
```

Values from the calculation:
Energy above the lowest of the compared OMol25 structures with the same formula, charge and spin in kcal/mol: 54.1
Calculated total energy in eV: -10819.057
SMILES: C[C@@]1(C[NH3+])NNC1=O



A cluster of 2 separate species, C4H10N3O2 in total. Source: the OMol25 dataset; level of theory: ωB97M-V with the def2-TZVPD basis set.

```
! wB97M-V def2-TZVPD RIJCOSX def2/J DEFGRID3
* xyz 1 1
O -1.0814 1.7089 0.1516
O 2.6146 1.5819 -0.0226
N 2.7193 -0.7527 0.1099
N 0.0856 -0.1399 -0.2022
N 0.2626 -1.5588 -0.3155
C 2.3823 0.4482 0.5323
C -2.4193 -0.0237 -0.4354
C -3.5777 0.2839 0.1988
C -1.0774 0.4386 -0.1591
H 3.1323 1.4819 -0.8981
H -4.4981 -0.0999 -0.0179
H 2.6038 -1.5116 0.8112
H -0.2384 -2.1031 0.4407
H 0.4521 -1.7824 -1.2361
H -0.2382 2.1691 0.3219
H -2.6309 -0.7121 -1.1770
H 2.1754 0.6133 1.5490
H 3.0247 -0.9645 -0.7532
H -3.6913 0.9227 1.1018
*
```

Values from the calculation:
Energy above the lowest of the compared OMol25 structures with the same formula, charge and spin in kcal/mol: 82.0
Calculated total energy in eV: -12865.667



An isolated molecule of C4H10N4. Source: the OMol25 dataset; level of theory: ωB97M-V with the def2-TZVPD basis set.

```
! wB97M-V def2-TZVPD RIJCOSX def2/J DEFGRID3
* xyz 0 1
N 0.0121 2.0211 -0.2943
N -0.4648 0.4586 -1.9392
N 2.2916 0.1175 -0.4038
N 0.8901 -0.2093 -0.2161
C 0.5675 -0.6161 1.1598
C -1.9239 -1.2207 0.8899
C -0.9464 -0.4487 1.3886
C 0.0581 0.7985 -0.7237
H -1.7405 -1.9259 0.0866
H 0.8440 -1.6665 1.3052
H 0.2781 0.0350 -2.4898
H 1.1041 -0.0047 1.8946
H -1.0867 -0.3363 -1.8051
H -0.6484 2.5133 -0.9028
H -2.9419 -1.1222 1.2557
H 2.4569 0.2910 -1.3971
H 2.4399 1.0409 0.0267
H -1.1898 0.2744 2.1649
*
```

Values from the calculation:
Energy above the lowest of the compared OMol25 structures with the same formula, charge and spin in kcal/mol: 67.7
Calculated total energy in eV: -10267.915
SMILES: [H]/N=C(\N)N(N)CC=C



The ion C4H10N4 with charge +2. Source: the OMol25 dataset; level of theory: ωB97M-V with the def2-TZVPD basis set.

```
! wB97M-V def2-TZVPD RIJCOSX def2/J DEFGRID3
* xyz 2 1
N 1.1835 -1.4162 0.2814
N -1.7931 -0.0109 1.0209
N 1.8154 -1.3567 -2.0247
N 0.4769 -0.8046 1.1363
C -0.0489 0.0644 -1.0406
C 1.0660 -1.0259 -1.0110
C 0.0085 1.5270 1.2228
C -0.3479 0.2635 0.4778
H 0.1489 0.9329 -1.5418
H -0.5203 1.7413 2.1474
H -1.7403 0.1126 2.1249
H 1.7129 -1.1753 -3.0708
H 0.1035 2.4556 0.6985
H 2.4565 -2.1602 -1.8376
H 1.0411 1.3832 1.5442
H -2.4344 0.7291 0.5798
H -2.2738 -0.9170 0.8478
H -0.8546 -0.3427 -1.5552
*
```

Values from the calculation:
Energy above the lowest of the compared OMol25 structures with the same formula, charge and spin in kcal/mol: 68.4
Calculated total energy in eV: -10250.376
SMILES: C[C@@]1([NH3+])CC(=[NH2+])N=N1



A structure of composition C4H10N4O. Source: the OMol25 dataset; level of theory: ωB97M-V with the def2-TZVPD basis set.

```
! wB97M-V def2-TZVPD RIJCOSX def2/J DEFGRID3
* xyz 0 1
O -0.8584 -0.3943 1.3925
N -0.6394 2.1087 -0.1476
N -1.1790 1.4834 -1.3796
N 0.9711 -3.3234 0.6455
N 0.1105 -0.8440 0.5228
C 0.8635 2.1174 0.0996
C 0.6890 -2.0224 1.0780
C -0.5139 -0.7822 -0.8957
C -0.8991 0.3029 -1.7512
H 0.9522 2.1178 1.3906
H 1.2847 -3.8424 1.5013
H 0.9583 -1.4316 2.1819
H -1.1576 2.9720 -0.0150
H 0.9628 0.8992 -0.5684
H -0.7783 0.6297 1.2337
H -1.1087 -0.0800 -2.8542
H 1.2600 3.2496 -0.4643
H -1.1675 -1.6273 -0.5384
H 0.2498 -1.5328 -1.4312
*
```

Values from the calculation:
Energy above the lowest of the compared OMol25 structures with the same formula, charge and spin in kcal/mol: 236.6
Calculated total energy in eV: -12308.276



A cluster of 2 separate species, C4H10N4O2 in total. Source: the OMol25 dataset; level of theory: ωB97M-V with the def2-TZVPD basis set.

```
! wB97M-V def2-TZVPD RIJCOSX def2/J DEFGRID3
* xyz 2 1
O -1.2332 -2.7361 -0.2630
O 7.5362 3.2535 2.7123
N -1.1304 -0.6012 -1.1787
N -2.7187 -0.9586 0.2808
N -0.0612 -3.0370 -0.9832
N 7.6142 2.5117 4.9263
C 7.5673 2.9433 3.7874
C -1.7014 -1.5450 -0.3777
C -1.9191 0.6080 -1.3150
C -2.9356 0.4233 -0.1497
H -0.6835 -0.9355 -1.9407
H -1.4689 1.6959 -1.3647
H -2.6518 1.0729 0.7364
H -2.4596 0.5225 -2.2890
H -0.3913 -3.2583 -2.0098
H 0.3157 -3.7736 -0.4903
H -4.0599 0.6272 -0.4075
H -3.4682 -1.4444 0.7770
H 7.4035 3.0648 5.8571
H 7.9980 1.6134 5.0457
*
```

Values from the calculation:
Energy above the lowest of the compared OMol25 structures with the same formula, charge and spin in kcal/mol: 14.9
Calculated total energy in eV: -14346.766



The ion C4H10N4OS with charge +2. Source: the OMol25 dataset; level of theory: ωB97M-V with the def2-TZVPD basis set.

```
! wB97M-V def2-TZVPD RIJCOSX def2/J DEFGRID3
* xyz 2 1
S -2.8945 -1.2645 0.3352
O 3.4851 0.2317 0.2030
N -1.6121 -0.9067 -0.6595
N -3.5237 0.3424 0.1367
N -1.5729 1.4867 -0.3000
N 0.4960 0.4653 -0.1532
C -0.7275 0.4244 -0.2757
C -2.9042 1.4570 -0.1048
C 1.3333 -0.7473 -0.2298
C 2.5640 -0.7469 0.6877
H 3.2922 0.2307 -0.8360
H -3.2296 2.4631 0.1248
H 4.3906 0.0140 0.4146
H -1.1946 -1.7120 -1.0784
H 1.6330 -0.7804 -1.1849
H -1.0991 2.3847 -0.1974
H 2.3703 -0.5043 1.7626
H 2.9340 -1.6841 0.6535
H -4.4542 0.4706 0.5821
H 0.7137 -1.6243 0.1195
*
```

Values from the calculation:
Energy above the lowest of the compared OMol25 structures with the same formula, charge and spin in kcal/mol: 56.7
Calculated total energy in eV: -23132.936



The ion C4H10NO with charge -1. Source: the OMol25 dataset; level of theory: ωB97M-V with the def2-TZVPD basis set.

```
! wB97M-V def2-TZVPD RIJCOSX def2/J DEFGRID3
* xyz -1 1
O 2.5614 0.8273 0.7942
N -0.9535 0.0047 0.3747
C -1.7573 0.9649 -0.3398
C 0.6623 -1.3819 -0.9255
C 1.3190 0.4187 1.0874
C 0.5342 -0.0443 -0.1661
H -1.4840 0.7632 -1.3740
H 1.1002 -0.5335 1.7513
H -1.7775 1.9914 0.0922
H -2.8154 0.7925 -0.0708
H 0.5075 0.6900 -0.9771
H -0.8016 -0.3216 1.3098
H -0.2592 -1.8776 -1.2688
H 1.3832 -1.3171 -1.7404
H 0.8273 1.2137 1.6876
H 0.9533 -2.1905 -0.2348
*
```

Values from the calculation:
Energy above the lowest of the compared OMol25 structures with the same formula, charge and spin in kcal/mol: 54.4
Calculated total energy in eV: -7845.177
SMILES: CN[C@H](C)C[O-]



The ion C4H10NO with charge -1. Source: the OMol25 dataset; level of theory: ωB97M-V with the def2-TZVPD basis set.

```
! wB97M-V def2-TZVPD RIJCOSX def2/J DEFGRID3
* xyz -1 1
O -3.2592 0.0436 -1.0265
N 0.8846 0.5750 0.6089
C -2.2652 -0.2867 -0.2281
C -0.8829 -0.3929 -0.8788
C 2.2603 0.8369 0.3734
C 0.2432 -0.6391 0.1089
H 2.5056 1.8210 0.7905
H 2.4837 0.8715 -0.6962
H -2.3732 -1.2502 0.3735
H 2.9710 0.1508 0.8792
H 0.3992 0.9312 1.4095
H -0.2076 -1.1407 0.9858
H 0.9624 -1.3764 -0.2551
H -0.7029 0.5509 -1.4120
H -0.9150 -1.1073 -1.7078
H -2.1040 0.4125 0.6749
*
```

Values from the calculation:
Energy above the lowest of the compared OMol25 structures with the same formula, charge and spin in kcal/mol: 24.5
Calculated total energy in eV: -7846.472
SMILES: CNCCC[O-]



The ion C4H10NO with charge -1. Source: the OMol25 dataset; level of theory: ωB97M-V with the def2-TZVPD basis set.

```
! wB97M-V def2-TZVPD RIJCOSX def2/J DEFGRID3
* xyz -1 1
O -0.7123 -2.0615 2.2139
N 0.5299 -0.1011 -0.9942
C 0.0279 1.1128 -1.7867
C 0.3955 1.0003 1.1086
C -0.1528 -0.4651 0.3172
C -0.1932 -1.9627 0.9622
H -1.0278 1.1877 -1.4116
H -1.2300 -0.1205 0.2374
H -0.5832 -2.4133 0.1679
H 0.2365 1.2260 -2.9383
H -0.5110 1.6602 0.7641
H 0.3197 0.7868 2.1523
H 0.7894 -2.3873 1.0061
H 0.6365 1.9405 -1.2339
H 1.4270 1.3984 1.0244
H 0.0479 -0.8013 -1.5895
*
```

Values from the calculation:
Energy above the lowest of the compared OMol25 structures with the same formula, charge and spin in kcal/mol: 83.5
Calculated total energy in eV: -7843.915
SMILES: CN[C@H](C)C[O-]